Below is a molecular structure, C25H64O13V at a distorted geometry, with properties calculated with ωB97M-V/def2-TZVPD.

The geometry in ORCA input format:
```
! RIJCOSX wB97M-V def2-TZVPD def2/J DEFGRID3
* xyz -1 1
O -0.90 -0.29 -0.64
V 0.54 -1.03 -0.42
O 1.19 -0.39 0.92
C 1.75 -2.84 -1.95
O 0.73 -2.32 -2.40
O 2.24 -3.79 -2.57
O 2.21 -2.48 -0.89
C 2.66 -0.75 4.35
C 2.31 0.72 4.73
C 2.77 1.70 3.69
O 0.93 0.81 5.02
H 3.75 -0.76 4.26
H 2.23 -0.95 3.37
H 2.32 -1.47 5.09
H 2.90 0.93 5.62
H 3.85 1.63 3.54
H 2.56 2.73 3.97
H 2.24 1.59 2.74
H 0.69 0.35 5.83
C -3.44 -2.53 -1.04
C -3.94 -1.74 0.16
C -5.42 -1.88 0.35
O -3.27 -2.20 1.26
H -4.00 -2.25 -1.93
H -3.63 -3.58 -0.81
H -2.39 -2.30 -1.23
H -3.59 -0.71 0.07
H -6.01 -1.39 -0.42
H -5.63 -1.45 1.33
H -5.69 -2.93 0.43
H -3.86 -2.56 1.93
C -3.52 1.36 -2.65
C -4.59 2.31 -2.26
C -4.92 3.24 -3.47
O -5.65 1.51 -1.91
H -3.10 0.94 -1.74
H -2.72 1.82 -3.22
H -3.93 0.55 -3.27
H -4.30 2.98 -1.45
H -5.61 2.84 -4.21
H -4.03 3.59 -3.99
H -5.46 4.11 -3.08
H -6.01 1.02 -2.65
C -2.53 0.80 3.46
C -1.65 1.06 2.33
C -2.34 1.80 1.17
O -0.60 1.88 2.77
H -2.07 0.08 4.13
H -3.46 0.36 3.09
H -2.88 1.67 4.02
H -1.20 0.12 2.00
H -2.83 2.74 1.37
H -3.13 1.20 0.72
H -1.57 1.93 0.40
H -0.25 1.43 3.54
C 1.21 -3.79 2.01
C -0.25 -3.33 2.09
C -0.38 -2.61 3.40
O -0.57 -2.54 0.99
H 1.55 -4.38 2.86
H 1.89 -2.95 1.92
H 1.40 -4.30 1.06
H -0.84 -4.25 2.11
H -1.42 -2.38 3.61
H 0.09 -1.63 3.40
H 0.03 -3.16 4.26
H -1.52 -2.47 1.11
C 6.37 0.42 1.29
C 5.90 -0.98 1.68
C 4.43 -1.20 1.62
O 6.51 -1.87 0.80
H 6.18 0.66 0.24
H 7.44 0.55 1.38
H 5.82 1.12 1.91
H 6.29 -1.25 2.66
H 3.87 -0.37 2.05
H 4.13 -2.11 2.14
H 4.08 -1.23 0.58
H 7.44 -1.63 0.75
C 0.39 0.81 -6.81
C 0.42 1.17 -5.30
C -0.60 0.37 -4.45
O 1.72 0.90 -4.82
H 0.72 -0.22 -6.98
H 0.96 1.45 -7.47
H -0.62 0.91 -7.20
H 0.14 2.20 -5.12
H -1.58 0.41 -4.93
H -0.60 0.72 -3.42
H -0.34 -0.69 -4.41
H 2.37 1.40 -5.31
C 0.67 2.95 -1.98
C 1.89 2.06 -1.95
C 2.56 2.15 -0.60
O 1.39 0.76 -2.03
H -0.05 2.65 -1.22
H 0.14 2.99 -2.93
H 0.96 4.00 -1.89
H 2.46 2.28 -2.85
H 1.86 2.06 0.24
H 2.94 3.16 -0.44
H 3.33 1.38 -0.54
H 1.44 0.58 -2.97
*
```

Computed properties:
Energy above the lowest of the compared OMol25 structures with the same formula, charge and spin, kJ/mol: 316.3
Frontier orbital gap, eV: 5.68